No. 1
{"formula": "C26H43BrN6P2Pd", "method": "ωB97M-V with the def2-TZVPD basis set", "species": ["N", "C", "C", "C", "C", "C", "C", "Pd", "P", "C", "C", "C", "C", "C", "C", "C", "Br", "H", "H", "H", "H", "H", "H", "H", "H", "H", "H", "P", "C", "C", "H", "H", "H", "H", "H", "C", "C", "H", "H", "H", "H", "H", "C", "C", "H", "H", "H", "H", "H", "C", "C", "H", "H", "H", "H", "H", "C", "C", "H", "H", "H", "H", "H", "C", "C", "H", "H", "H", "H", "H", "N", "N", "N", "C", "N", "N", "H", "H", "H"], "positions_angstrom": [[1.399370, 7.492706, -6.788880], [1.809090, 6.350688, -7.340619], [1.906187, 5.164182, -6.606681], [1.505252, 5.158700, -5.245978], [1.074804, 6.388471, -4.688324], [1.051380, 7.529369, -5.505194], [1.493304, 3.923728, -4.469398], [1.053659, -1.039133, 0.243982], [-4.365451, -3.836302, 2.235372], [0.697288, 3.769698, -3.373186], [0.597654, 2.527643, -2.661811], [-0.490679, 2.304438, -1.794740], [-0.554765, 1.110222, -1.063360], [0.517924, 0.250109, -1.237657], [1.525238, 0.350525, -2.177928], [1.578780, 1.546636, -2.888393], [-0.799197, -2.815841, 0.129069], [2.080378, 3.092004, -4.873657], [0.021155, 4.564566, -3.039198], [2.256262, 4.261285, -7.100883], [0.773720, 6.482003, -3.646945], [2.075581, 6.372942, -8.396307], [0.730959, 8.492046, -5.102247], [-1.274078, 3.062644, -1.712953], [2.378633, 1.719004, -3.604459], [-1.351047, 0.849824, -0.368091], [2.268641, -0.431005, -2.281768], [0.950715, 0.141243, 2.127587], [-4.133687, -3.956249, 0.411853], [-5.443881, -4.346501, -0.274963], [-3.348025, -4.700610, 0.228937], [-3.757779, -2.984436, 0.069993], [-5.240897, -4.697504, -1.289995], [-5.960969, -5.150177, 0.263382], [-6.122495, -3.490577, -0.343396], [-4.691847, -2.039823, 2.492077], [-5.486332, -1.797377, 3.777760], [-5.258262, -1.700172, 1.612602], [-3.710407, -1.546593, 2.506151], [-5.894085, -0.783748, 3.770792], [-6.327523, -2.494708, 3.874154], [-4.854252, -1.901300, 4.665552], [-2.711608, -4.083235, 2.976213], [-2.499353, -5.552286, 3.338138], [-2.670632, -3.454605, 3.875986], [-1.973656, -3.733018, 2.236332], [-1.590696, -5.662964, 3.935393], [-3.333441, -5.960947, 3.920294], [-2.384906, -6.158849, 2.433778], [1.751152, -0.758194, 3.510606], [2.862628, -0.021766, 4.252095], [2.120396, -1.692772, 3.062792], [0.937172, -1.031916, 4.197115], [3.757019, 0.104572, 3.630402], [2.542721, 0.961397, 4.616932], [3.158733, -0.609579, 5.128092], [-0.755540, 0.485349, 2.673710], [-1.194555, 1.945809, 2.578417], [-0.822228, 0.123994, 3.711296], [-1.381433, -0.172112, 2.051278], [-0.662311, 2.570990, 3.308455], [-1.036333, 2.361486, 1.574068], [-2.266954, 2.015261, 2.801817], [1.869633, 1.682549, 1.812531], [3.172973, 1.399389, 1.057747], [2.052189, 2.193378, 2.771412], [1.213714, 2.335028, 1.214771], [3.358791, 2.185347, 0.316527], [4.036437, 1.348277, 1.735506], [3.114723, 0.447550, 0.500776], [5.492386, -2.882408, -2.369886], [4.460551, -2.895088, -1.445022], [4.575023, -3.541297, -0.261141], [3.489855, -3.071026, 0.389123], [2.826743, -2.151382, -0.328840], [3.484734, -2.007852, -1.514131], [5.107666, -2.716315, -3.289501], [6.006069, -3.757461, -2.308338], [3.212021, -3.437920, 1.373006]], "forces_ev_per_a": [[-0.097, 0.471, -0.074], [-0.436, 1.901, -0.244], [-0.481, -1.470, 2.055], [-0.018, 0.561, -0.510], [0.597, -1.958, 0.365], [0.377, 1.080, -1.777], [-0.864, -0.088, 0.885], [-0.949, -2.441, -1.765], [1.942, 2.103, -1.217], [0.519, 0.890, -1.581], [0.059, -0.799, 0.270], [0.292, -0.432, -0.048], [0.214, -0.160, 0.190], [0.224, 0.833, 0.307], [0.060, -0.037, 0.397], [-0.559, -0.414, 0.450], [0.989, 0.813, -0.142], [-0.268, 0.433, 0.155], [0.336, -0.196, -0.224], [0.032, 0.080, 0.170], [0.072, -0.095, -0.218], [0.060, 0.114, 0.141], [-0.032, -0.172, -0.188], [0.198, -0.340, 0.090], [-0.122, -0.224, 0.343], [0.023, 0.338, -0.199], [0.096, 0.171, -0.183], [0.297, 2.378, 1.840], [-0.339, -1.002, 0.301], [-0.232, -0.003, -0.333], [-0.194, 0.001, 0.081], [-0.117, 0.016, 0.247], [-0.100, 0.080, 0.138], [0.149, 0.132, -0.206], [0.051, -0.160, 0.026], [-1.103, -0.558, 0.118], [-0.072, 0.278, 0.261], [0.154, -0.074, 0.219], [-0.070, -0.229, -0.072], [0.046, -0.134, 0.096], [0.165, 0.232, -0.051], [-0.131, -0.026, -0.106], [-0.579, -0.602, 0.732], [0.333, -0.356, 0.015], [-0.006, -0.061, -0.204], [-0.400, -0.015, 0.220], [-0.123, -0.058, -0.105], [0.214, 0.127, -0.079], [-0.032, 0.000, 0.170], [-0.074, -0.806, -0.447], [0.385, 0.300, 0.007], [0.079, -0.011, 0.399], [0.155, -0.029, -0.277], [-0.230, 0.000, 0.165], [0.037, -0.238, -0.062], [-0.121, 0.048, -0.198], [-0.355, -0.250, -0.239], [-0.071, 0.288, -0.033], [0.015, 0.037, -0.316], [-0.097, 0.161, 0.262], [-0.141, -0.160, -0.262], [-0.072, -0.063, 0.281], [0.282, -0.016, -0.029], [-0.297, 0.198, -0.104], [0.427, -0.056, -0.166], [-0.136, -0.167, -0.260], [0.121, -0.247, 0.238], [0.046, -0.157, 0.252], [-0.281, -0.006, -0.288], [0.240, 0.354, 0.142], [-0.662, -0.183, 0.637], [-0.054, 1.113, 1.348], [-1.605, 1.010, -1.049], [1.011, -0.492, -0.524], [0.910, -0.216, -0.919], [0.268, -1.438, 1.114], [-0.015, -0.041, -0.210], [-0.015, -0.030, 0.036], [0.073, 0.174, -0.257]], "spin_multiplicity": 5, "total_charge": 4, "gap_ha": [0.2096, 0.1608], "max_force_ev_per_a": 3.2, "e_lumo_ev": [-12.89, -14.09]}


No. 2
{"formula": "C26H43MnN3PTe", "method": "ωB97M-V with the def2-TZVPD basis set", "species": ["Mn", "N", "C", "C", "C", "C", "N", "H", "H", "H", "H", "H", "H", "H", "H", "H", "H", "H", "H", "C", "C", "C", "P", "C", "C", "C", "C", "C", "C", "C", "C", "C", "C", "N", "C", "C", "C", "C", "C", "C", "C", "C", "C", "H", "H", "H", "H", "H", "H", "H", "H", "H", "H", "H", "H", "H", "H", "H", "H", "H", "H", "H", "H", "H", "H", "H", "H", "H", "H", "H", "H", "H", "H", "H", "Te"], "positions_angstrom": [[0.079067, 0.987377, -0.103897], [3.386155, 0.705948, 1.263893], [3.915164, 1.822225, 0.420384], [3.126414, 1.955575, -0.884595], [2.681613, 3.385324, -1.195570], [1.499486, 3.852651, -0.361937], [0.277284, 3.059286, -0.660665], [4.022786, 0.499353, 2.028394], [3.289936, -0.157828, 0.717614], [4.968043, 1.626663, 0.216388], [3.849014, 2.723751, 1.027469], [2.247717, 1.308987, -0.812804], [3.707433, 1.549914, -1.711094], [2.448024, 3.475268, -2.260200], [3.510279, 4.074344, -1.011841], [1.308894, 4.909544, -0.547162], [1.711279, 3.730750, 0.698632], [0.068798, 3.153784, -1.654025], [-0.524777, 3.473700, -0.192432], [-3.021224, 1.038349, -2.189452], [-3.413820, 1.445508, -0.767358], [-3.608461, 2.957762, -0.669849], [-2.161383, 0.775276, 0.403110], [-2.718257, 1.199986, 2.107217], [-2.274439, 0.119037, 3.094437], [-2.172977, 2.565890, 2.545619], [-2.338278, -1.009636, 0.177838], [-3.533254, -1.719012, 0.289689], [-3.598557, -3.078993, 0.024655], [-4.879553, -3.862431, 0.168546], [-2.417794, -3.701547, -0.384732], [-1.222852, -3.012732, -0.509971], [-1.167337, -1.651627, -0.218004], [-0.008334, -0.868832, -0.338515], [1.276172, -1.449203, -0.422346], [1.803509, -2.247346, 0.604586], [0.968724, -2.661904, 1.786182], [3.133106, -2.661402, 0.529955], [3.959423, -2.330580, -0.541959], [5.396931, -2.783281, -0.602294], [3.397945, -1.581495, -1.572421], [2.067402, -1.153828, -1.543123], [1.520961, -0.509668, -2.792941], [-3.714939, 1.474006, -2.910598], [-3.022220, -0.043017, -2.322187], [-2.020759, 1.405768, -2.442090], [-4.353101, 0.949927, -0.504916], [-2.681798, 3.496169, -0.897079], [-3.959803, 3.278877, 0.308626], [-4.349420, 3.282584, -1.402637], [-3.811772, 1.232818, 2.076834], [-1.188368, -0.013947, 3.078723], [-2.717584, -0.851930, 2.876074], [-2.555352, 0.411730, 4.107739], [-1.081093, 2.591616, 2.466192], [-2.423600, 2.749565, 3.591949], [-2.567952, 3.398423, 1.966185], [-4.439668, -1.203546, 0.599843], [-5.713948, -3.209574, 0.425763], [-4.798130, -4.619715, 0.950730], [-5.133900, -4.380242, -0.757939], [-2.437641, -4.761317, -0.618162], [-0.328564, -3.529763, -0.840187], [0.208768, -1.917415, 2.012411], [1.595367, -2.794685, 2.667619], [0.452601, -3.606763, 1.591847], [3.531933, -3.269554, 1.337034], [5.617612, -3.505673, 0.182342], [6.087628, -1.944870, -0.486009], [5.619665, -3.251420, -1.561476], [4.000817, -1.351052, -2.446741], [2.320423, -0.027071, -3.355400], [0.739123, 0.228129, -2.622818], [1.073453, -1.270061, -3.438385], [1.491937, 1.097072, 2.211318]], "forces_ev_per_a": [[0.304, 0.166, 0.496], [0.187, 0.024, -0.201], [-0.026, -0.153, 0.047], [0.007, 0.163, 0.112], [0.079, -0.010, 0.042], [-0.080, -0.060, -0.042], [-0.064, -0.156, -0.075], [0.108, -0.006, -0.053], [0.058, 0.016, 0.011], [0.024, -0.013, -0.008], [-0.021, 0.019, 0.010], [-0.067, -0.080, -0.086], [0.019, -0.012, -0.012], [-0.046, -0.021, 0.014], [0.013, -0.013, -0.054], [0.021, 0.052, -0.040], [-0.028, 0.005, 0.071], [-0.014, 0.007, 0.007], [0.087, 0.071, 0.090], [-0.020, 0.008, -0.002], [-0.060, 0.051, -0.039], [0.035, -0.009, -0.018], [0.285, -0.077, -0.085], [-0.021, 0.030, 0.060], [-0.021, -0.046, 0.029], [-0.011, -0.085, 0.022], [-0.371, 0.099, 0.064], [-0.065, 0.053, 0.036], [-0.033, -0.018, 0.017], [0.039, 0.067, -0.012], [0.095, -0.046, -0.036], [-0.059, -0.257, -0.051], [0.548, 0.291, -0.042], [-0.343, -0.110, -0.110], [-0.261, -0.113, -0.282], [0.115, -0.061, 0.275], [0.030, 0.003, 0.007], [0.012, -0.019, 0.012], [-0.061, 0.050, -0.027], [-0.060, 0.018, 0.022], [-0.054, 0.020, 0.056], [0.438, -0.249, -0.201], [-0.037, 0.071, -0.043], [-0.018, -0.033, 0.016], [0.017, -0.008, 0.024], [0.016, 0.023, 0.015], [-0.064, 0.026, -0.038], [-0.025, -0.022, 0.019], [0.001, -0.019, 0.046], [0.019, -0.020, 0.001], [-0.032, 0.024, 0.080], [0.020, 0.034, -0.024], [-0.022, 0.047, 0.005], [-0.004, -0.021, -0.016], [-0.019, -0.017, -0.004], [-0.034, -0.010, -0.025], [-0.011, 0.006, -0.075], [0.047, -0.005, -0.010], [0.025, -0.006, -0.009], [0.028, 0.025, -0.008], [0.019, 0.020, 0.008], [0.012, 0.031, 0.011], [-0.038, 0.015, 0.000], [-0.015, 0.027, 0.022], [-0.001, -0.017, 0.000], [0.054, 0.059, -0.012], [-0.023, 0.023, -0.029], [-0.020, 0.010, 0.001], [-0.024, 0.002, -0.005], [-0.019, 0.006, -0.003], [-0.022, -0.008, 0.027], [0.009, -0.033, -0.027], [-0.056, 0.046, 0.126], [0.036, -0.003, 0.026], [-0.541, 0.126, -0.120]], "spin_multiplicity": 2, "total_charge": 1, "gap_ha": [0.2579, 0.2624], "max_force_ev_per_a": 0.6, "e_lumo_ev": [-2.71, -2.68]}


No. 3
{"formula": "C26H43N2S2", "method": "ωB97M-V with the def2-TZVPD basis set", "species": ["C", "C", "C", "C", "N", "C", "C", "C", "C", "C", "C", "C", "C", "C", "C", "C", "C", "C", "C", "C", "S", "S", "C", "C", "C", "H", "H", "H", "H", "H", "H", "H", "H", "H", "H", "H", "H", "H", "H", "H", "H", "H", "H", "H", "H", "H", "H", "H", "H", "H", "H", "H", "H", "H", "H", "H", "H", "H", "H", "H", "H", "C", "C", "C", "C", "N", "H", "H", "H", "H", "H", "H", "H"], "positions_angstrom": [[5.896141, -1.178234, 3.113582], [4.519698, -1.668023, 2.571327], [4.636466, -2.004228, 1.073238], [3.278426, -1.984280, 0.362837], [3.249343, -2.691006, -0.935102], [1.950064, -2.524675, -1.618646], [0.764522, -3.170708, -0.887583], [-0.508027, -3.018044, -1.766322], [-1.804870, -2.895676, -0.941445], [-2.930694, -2.136170, -1.672870], [-2.522164, -0.654140, -1.923855], [-3.426762, 0.381799, -1.216657], [-2.642365, 1.529661, -0.524429], [-1.847680, 0.931503, 0.627793], [-0.508676, 0.648333, 0.484719], [0.198172, 0.074287, 1.519456], [-0.469741, -0.199223, 2.684481], [-1.793256, 0.103235, 2.845222], [-2.502605, 0.680094, 1.814902], [4.289338, -2.259946, -1.776326], [5.712277, -3.030064, -1.885784], [4.066550, -0.788979, -2.839576], [5.109640, 0.505684, -2.095543], [4.472662, 1.882980, -2.391067], [5.139583, 2.907504, -1.441875], [6.239382, -1.791861, 3.952091], [6.671862, -1.202685, 2.341476], [5.847973, -0.143245, 3.467204], [4.230285, -2.558067, 3.135775], [3.816927, -0.847146, 2.744013], [5.262248, -1.211956, 0.640315], [5.195084, -2.935242, 0.944738], [2.552401, -2.472966, 1.015078], [3.037313, -0.924474, 0.165558], [2.041779, -3.037013, -2.585801], [1.683017, -1.474738, -1.807747], [0.952010, -4.234337, -0.697858], [0.625694, -2.655018, 0.069701], [-0.554165, -3.885230, -2.435519], [-0.371319, -2.127638, -2.392408], [-2.179447, -3.920696, -0.790395], [-1.559803, -2.495964, 0.072475], [-3.774933, -2.129850, -0.955492], [-2.617686, -0.444688, -3.002370], [-1.458350, -0.531414, -1.660910], [-4.164405, 0.819876, -1.900637], [-3.999397, -0.120991, -0.424433], [-1.941780, 2.026942, -1.207281], [-3.326851, 2.312503, -0.148718], [-0.049331, 0.900015, -0.467146], [1.248147, -0.161023, 1.385224], [0.096012, -0.674987, 3.483365], [-2.327884, -0.112695, 3.766830], [-3.552303, 0.945364, 1.895564], [6.117250, 0.529671, -2.524021], [5.175230, 0.362486, -1.015402], [3.394802, 1.804315, -2.223579], [4.640292, 2.185230, -3.429006], [5.091410, 2.477435, -0.435825], [4.594380, 3.853806, -1.404625], [6.177683, 3.054263, -1.748114], [-8.489882, 3.321357, 0.853187], [-7.180619, 2.921622, 1.524094], [-6.024302, 3.868902, 1.187054], [-5.769986, 3.876908, -0.258419], [-5.576697, 3.885735, -1.397472], [-8.408552, 3.284985, -0.234009], [-9.289544, 2.638757, 1.142792], [-8.786619, 4.332589, 1.141807], [-6.920143, 1.905146, 1.222848], [-7.321857, 2.909013, 2.606991], [-5.115378, 3.549689, 1.699291], [-6.255987, 4.885629, 1.509238]], "forces_ev_per_a": [[-0.100, -0.086, 0.129], [0.997, 0.259, -0.096], [-0.038, 0.654, 0.196], [0.712, -0.314, 0.033], [-0.068, 0.679, -0.521], [-0.650, -0.821, 0.085], [0.069, 0.232, -0.366], [0.442, 0.047, 0.713], [-0.582, -0.288, -0.678], [0.381, 0.126, 0.388], [-0.835, -0.674, -0.284], [0.269, 0.489, 0.277], [0.130, -0.363, 0.159], [-0.961, 1.142, -0.976], [0.305, 0.157, -0.495], [0.254, 0.145, -0.628], [1.205, -0.733, 1.064], [-1.248, 0.029, 0.605], [0.164, -0.023, -0.031], [0.825, -0.096, -0.034], [0.012, 0.010, 0.201], [-0.581, 0.027, -0.035], [0.101, 0.400, -0.411], [0.296, -0.077, 0.608], [-0.685, -0.536, -0.188], [0.014, 0.099, -0.102], [-0.102, -0.118, 0.075], [-0.042, -0.134, -0.018], [-0.345, 0.197, -0.077], [-0.286, -0.365, -0.100], [0.001, -0.233, -0.089], [-0.269, -0.023, -0.074], [-0.189, 0.277, -0.217], [-0.386, -0.167, 0.351], [0.046, 0.248, 0.029], [0.275, -0.059, 0.105], [0.141, 0.173, 0.145], [-0.164, -0.162, -0.088], [-0.165, 0.220, -0.082], [-0.159, -0.115, 0.023], [0.114, 0.147, 0.303], [0.216, 0.093, -0.142], [0.002, -0.038, -0.254], [0.360, 0.183, 0.139], [-0.165, 0.325, 0.040], [0.138, -0.092, -0.011], [0.049, 0.001, -0.136], [-0.204, -0.125, -0.100], [0.181, -0.291, -0.067], [0.138, -0.130, 0.136], [-0.067, -0.030, 0.169], [-0.225, 0.064, 0.055], [0.285, -0.065, 0.042], [0.037, -0.141, 0.133], [-0.054, -0.432, 0.184], [-0.025, -0.099, -0.132], [0.099, 0.206, 0.027], [-0.116, -0.198, 0.033], [0.263, 0.243, -0.011], [0.219, 0.001, -0.201], [-0.061, 0.159, 0.237], [-0.021, -0.032, 0.014], [-0.258, -0.057, -0.004], [-0.089, -0.295, -0.099], [0.304, 0.173, -0.809], [-0.231, 0.017, 0.922], [0.047, 0.040, 0.011], [-0.003, 0.028, 0.014], [-0.008, -0.005, -0.021], [0.098, 0.033, 0.026], [0.111, 0.018, 0.005], [0.054, 0.053, -0.058], [0.025, 0.020, -0.040]], "spin_multiplicity": 1, "total_charge": -1, "gap_ha": 0.0996, "max_force_ev_per_a": 1.8, "e_lumo_ev": 1.71}


no.,E (Eh)
1,-4727.94125
2,-2940.96631
3,-1922.25491